7 unconnected molecules or ions with the total composition C17H49N3O7, computed with ωB97M-V/def2-TZVPD.

The value obtained for the HOMO energy (spin up / spin down) is -10.531 / -10.531 eV. The multiplicity is 2. Its charge is +1. Its energy is -1367.625732 Ha. The orbital gap (spin up / spin down) is 7.48 / 3.08 eV.

Element x y z (Å)
C -6.446 0.557 -2.046
C -6.545 1.254 -3.436
C -6.697 0.245 -4.588
O -5.713 -0.765 -4.667
C -5.976 -1.848 -5.487
N -7.604 2.230 -3.449
H -7.187 -0.237 -1.942
H -6.547 1.262 -1.221
H -5.442 0.149 -1.929
H -5.666 1.892 -3.525
H -6.821 0.759 -5.541
H -7.643 -0.242 -4.352
H -5.105 -2.501 -5.444
H -6.275 -1.475 -6.467
H -6.792 -2.500 -5.175
H -8.489 1.951 -3.849
H -7.470 3.048 -4.026
C -9.047 -2.409 -2.345
C -10.306 -1.693 -2.075
C -10.203 -0.329 -1.243
O -10.107 -0.465 0.143
C -9.641 0.724 0.781
N -10.996 -1.614 -3.381
H -9.223 -3.467 -2.540
H -8.332 -2.329 -1.526
H -8.616 -2.067 -3.286
H -10.998 -2.339 -1.535
H -11.090 0.257 -1.487
H -9.455 0.307 -1.716
H -8.578 0.860 0.582
H -9.946 0.776 1.826
H -10.143 1.573 0.318
H -10.338 -1.089 -3.940
H -11.016 -2.530 -3.804
O -9.516 -0.368 -6.983
H -8.920 -0.686 -7.661
H -10.350 -0.794 -7.178
O -9.936 1.329 -5.056
H -10.367 2.111 -5.400
H -9.751 0.797 -5.830
O -11.803 3.211 -5.862
H -12.270 3.325 -6.690
H -12.363 3.632 -5.210
O -12.599 1.106 -3.768
H -12.311 0.554 -3.041
H -11.798 1.301 -4.253
C -8.969 6.604 -11.730
C -9.191 5.081 -11.989
C -7.924 4.377 -12.367
C -7.001 4.077 -11.182
C -7.769 3.251 -10.145
C -9.176 3.845 -9.694
N -9.870 4.369 -10.883
O -11.053 4.952 -10.488
C -9.938 2.652 -9.101
C -8.946 4.829 -8.568
C -10.238 4.978 -13.153
H -8.735 7.170 -12.631
H -8.344 6.817 -10.862
H -9.905 7.030 -11.368
H -8.093 3.471 -12.948
H -7.258 5.050 -12.907
H -6.543 4.950 -10.716
H -6.076 3.630 -11.546
H -7.114 3.067 -9.294
H -7.976 2.227 -10.456
H -10.112 1.800 -9.758
H -9.564 2.277 -8.148
H -10.948 3.007 -8.898
H -8.271 4.572 -7.752
H -8.600 5.791 -8.947
H -9.919 5.071 -8.141
H -10.935 5.808 -13.264
H -10.935 4.142 -13.090
H -9.757 4.810 -14.117
H -11.733 4.396 -10.878

3 unconnected molecules or ions with the total composition C5H12N, computed with ωB97M-V/def2-TZVPD.

The value obtained for the HOMO energy (spin up / spin down) is -12.327 / -13.603 eV. The multiplicity is 1. Its charge is +1. Its energy is -251.925046 Ha. The orbital gap (spin up / spin down) is 7.07 / 8.32 eV.

Element x y z (Å)
C -2.203 0.907 -0.152
C 0.068 -0.800 -0.294
C 1.202 -0.562 -0.938
C -0.483 -1.804 0.672
C -3.342 0.274 -0.052
N 2.659 1.711 0.222
H -1.563 1.762 -0.323
H 2.051 -0.169 -0.259
H 1.684 -1.448 -1.350
H 1.394 0.303 -1.704
H -0.954 -1.152 1.438
H 0.203 -2.491 1.060
H -1.335 -2.239 -0.011
H -4.278 0.724 0.322
H -3.646 -0.867 -0.014
H 3.673 1.791 0.016
H 2.645 1.402 1.244
H 2.225 2.659 0.124

A molecular structure, C8H5Cl2IrNO3STl, computed with ωB97M-V/def2-TZVPD.

The value obtained for the HOMO energy (spin up / spin down) is -24.009 / -24.045 eV. The multiplicity is 5. Its charge is +4. Its energy is -2181.864435 Ha. The orbital gap (spin up / spin down) is 9.36 / 5.46 eV.

Element x y z (Å)
Ir 0.730 -0.911 -4.804
Tl -1.458 0.004 -1.066
Cl 2.392 0.635 -4.209
Cl 0.755 -1.696 -2.500
C -1.838 -2.453 0.518
C 0.203 0.412 -6.000
C -0.046 -2.560 -5.182
O -2.051 -3.363 1.169
O -0.099 1.328 -6.662
O -0.521 -3.611 -5.371
S 0.628 1.540 -0.110
C 0.295 1.397 1.546
N 1.370 1.349 2.421
C 1.256 0.920 3.714
C 0.023 0.555 4.211
C -1.112 0.726 3.395
C -0.982 1.214 2.099
H 2.296 1.583 2.054
H 2.183 0.872 4.292
H -0.074 0.164 5.230
H -2.100 0.493 3.792
H -1.851 1.400 1.463

7 unconnected molecules or ions with the total composition C23H43I2NO8, computed with ωB97M-V/def2-TZVPD.

The value obtained for the HOMO energy is -8.784 eV. The multiplicity is 1. Its structure (SMILES) is C/C(I)=C(\I)c1cccc2c1C(=O)NC2=O.CCO.CCO.CCO.CCO.CCO.CCO. Its charge is 0. Its energy is -2153.725316 Ha. The orbital gap is 7.12 eV.

Element x y z (Å)
C -1.248 1.297 -4.793
C -0.697 1.167 -3.225
I 1.207 0.178 -2.758
C -1.549 1.750 -2.154
I -3.490 2.723 -2.671
C -1.189 1.753 -0.535
C -2.019 0.760 0.497
C -1.700 0.790 2.131
C -0.549 1.830 2.714
C 0.260 2.756 1.617
C -0.014 2.764 0.000
C 0.972 3.827 -0.764
O 0.931 4.278 -2.038
N 1.938 4.189 0.367
C 1.470 3.849 1.794
O 2.054 4.377 2.874
H -2.217 0.656 -4.993
H -1.464 2.449 -4.961
H -0.403 0.975 -5.570
H -2.862 0.004 0.134
H -2.307 0.103 2.859
H -0.315 1.910 3.865
H 2.885 3.726 0.334
C 0.868 -2.952 0.240
C 0.554 -2.092 1.448
O -0.399 -2.745 2.274
H -0.041 -3.152 -0.336
H 1.597 -2.460 -0.409
H 1.268 -3.923 0.550
H 0.133 -1.132 1.135
H 1.456 -1.899 2.037
H -0.012 -3.593 2.553
C -2.888 6.404 -4.176
C -1.680 6.160 -5.056
O -1.941 5.089 -5.952
H -3.138 5.503 -3.607
H -2.702 7.223 -3.476
H -3.766 6.651 -4.782
H -0.811 5.891 -4.447
H -1.431 7.052 -5.638
H -2.708 5.341 -6.493
C 5.127 -0.430 3.117
C 5.093 -0.359 1.604
O 3.817 -0.759 1.128
H 4.910 -1.447 3.460
H 6.106 -0.129 3.500
H 4.363 0.222 3.552
H 5.844 -1.029 1.173
H 5.296 0.658 1.255
H 3.159 -0.153 1.510
C -2.140 -3.891 -2.809
C -3.159 -2.774 -2.714
O -2.706 -1.781 -1.806
H -1.973 -4.343 -1.826
H -2.476 -4.667 -3.503
H -1.174 -3.507 -3.152
H -4.116 -3.158 -2.351
H -3.322 -2.308 -3.691
H -1.859 -1.440 -2.142
C -7.054 -2.048 0.651
C -6.629 -3.420 0.170
O -5.703 -3.295 -0.899
H -7.512 -1.479 -0.165
H -7.771 -2.127 1.472
H -6.188 -1.472 0.993
H -7.494 -3.984 -0.191
H -6.158 -3.990 0.977
H -4.935 -2.800 -0.566
C 6.673 -2.502 6.370
C 7.209 -2.970 5.033
O 8.131 -2.020 4.521
H 6.178 -1.531 6.268
H 5.957 -3.222 6.777
H 7.488 -2.370 7.090
H 6.394 -3.080 4.311
H 7.716 -3.935 5.130
H 8.855 -1.936 5.165

A single C3H5N3S molecule, computed with ωB97M-V/def2-TZVPD.

The value obtained for the HOMO energy is -8.307 eV. The multiplicity is 1. Its structure (SMILES) is NN1C=NC(=S)C1. Its charge is 0. Its energy is -679.707051 Ha. The orbital gap is 7.93 eV.

Element x y z (Å)
N 0.660 -1.786 0.255
N -0.075 -0.583 0.174
C -0.899 -0.116 1.132
N -1.267 1.154 0.887
C -0.617 1.556 -0.265
S -0.924 2.912 -1.177
C 0.403 0.488 -0.610
H 0.317 -2.308 -0.502
H 1.632 -1.610 0.108
H -1.232 -0.807 1.904
H 0.624 0.261 -1.672
H 1.379 0.839 -0.236

A single C5H7N molecule, computed with ωB97M-V/def2-TZVPD.

The value obtained for the HOMO energy is -9.252 eV. The multiplicity is 1. Its structure (SMILES) is C#C[C@@H]1CN1C. Its charge is 0. Its energy is -249.346129 Ha. The orbital gap is 10.35 eV.

Element x y z (Å)
C -2.792 -0.104 -0.851
C -1.609 0.129 -0.900
C -0.208 0.444 -0.661
C 1.023 -0.364 -0.996
N 0.396 -0.460 0.284
C 0.937 -0.018 1.543
H -3.837 -0.321 -0.787
H -0.008 1.518 -0.605
H 1.957 0.205 -1.082
H 0.978 -1.247 -1.629
H 0.084 0.216 2.189
H 1.602 0.860 1.503
H 1.477 -0.856 1.992

A gas-phase ion, C10H12NOS (charge +1), computed with ωB97M-V/def2-TZVPD.

The value obtained for the HOMO energy (spin up / spin down) is -12.572 / -12.361 eV. The multiplicity is 1. Its charge is +1. Its energy is -916.063541 Ha. The orbital gap (spin up / spin down) is 6.46 / 6.15 eV.

Element x y z (Å)
C 1.325 2.079 2.841
C -0.048 2.282 3.200
C 1.612 1.212 1.790
C -1.078 1.513 2.685
C 0.469 0.413 1.284
C -0.776 0.484 1.829
C 0.342 -1.301 -0.626
C 0.872 -0.786 0.579
C 0.405 -2.740 -0.979
C -0.746 0.707 -3.710
N -0.314 -0.608 -1.495
O -1.698 -0.368 1.446
S -0.350 0.928 -1.975
H 2.041 2.735 3.301
H -0.412 2.989 3.938
H 2.716 1.120 1.358
H -2.077 1.671 3.067
H 1.773 -1.299 0.919
H -2.393 -0.102 2.072
H 1.187 -3.281 -0.482
H 0.728 -2.871 -2.006
H -0.652 -3.168 -0.815
H -0.474 1.693 -4.224
H -1.912 0.566 -3.763
H -0.309 -0.198 -4.121

A molecular structure, C32H34ClRuSb, computed with ωB97M-V/def2-TZVPD.

The value obtained for the HOMO energy (spin up / spin down) is -10.179 / -14.004 eV. The multiplicity is 5. Its charge is +2. Its energy is -2034.223078 Ha. The orbital gap (spin up / spin down) is 4.21 / 4.03 eV.

Element x y z (Å)
C 1.335 -0.194 -5.665
C 0.447 -1.193 -6.418
C 1.069 1.245 -6.159
C 2.818 -0.549 -5.829
Cl 0.948 -0.328 -3.961
H 1.313 1.276 -7.228
H 1.701 1.999 -5.662
H 0.007 1.523 -6.069
H 0.694 -1.189 -7.483
H -0.606 -0.910 -6.303
H 0.613 -2.200 -6.019
H 3.078 -0.549 -6.889
H 3.014 -1.547 -5.427
H 3.465 0.173 -5.317
C -2.322 0.175 1.505
C -2.030 1.511 1.028
C -1.753 1.417 -0.398
H -2.085 2.423 1.619
C -1.964 0.060 -0.808
C -2.204 -0.730 0.366
H -2.271 -1.817 0.420
H -2.621 -0.095 2.518
H -1.446 2.239 -1.050
H -1.918 -0.324 -1.825
C 1.877 0.043 1.365
C 1.135 1.160 1.933
C 0.897 2.093 0.828
H 0.987 1.358 3.005
C 1.717 1.646 -0.282
C 2.305 0.427 0.059
H 2.947 -0.152 -0.590
H 2.102 -0.888 1.869
H 0.364 3.037 0.918
H 1.839 2.170 -1.230
Ru -0.303 0.376 0.765
C 2.336 -5.723 5.902
C 2.578 -5.788 4.519
C 1.756 -5.075 3.624
C 0.720 -4.297 4.146
C 0.392 -4.324 5.500
C 1.224 -5.020 6.386
Sb -0.132 -2.715 2.887
C -2.251 -3.119 3.216
C -2.883 -3.894 2.232
C -4.168 -4.398 2.470
C -4.821 -4.125 3.684
C -4.194 -3.316 4.643
C -2.911 -2.788 4.403
C 0.615 -1.182 4.317
C -0.220 -0.279 4.979
C 0.321 0.480 6.035
C 1.679 0.373 6.362
C 2.508 -0.498 5.647
C 1.974 -1.274 4.615
H 3.007 -6.234 6.597
H 3.413 -6.366 4.127
H 1.954 -5.107 2.546
H -0.478 -3.783 5.880
H 1.005 -4.992 7.448
H -2.370 -4.132 1.300
H -4.655 -5.000 1.701
H -5.810 -4.545 3.873
H -4.705 -3.092 5.584
H -2.446 -2.149 5.158
H -1.274 -0.162 4.717
H -0.324 1.163 6.592
H 2.102 0.971 7.178
H 3.572 -0.583 5.873
H 2.621 -1.972 4.077

3 unconnected molecules or ions with the total composition C22H41O6PS, computed with ωB97M-V/def2-TZVPD.

The value obtained for the HOMO energy is -8.044 eV. The multiplicity is 1. Its structure (SMILES) is CCO[C@@H]1[C@H](P(C)C)[C@H](c2ccccc2)COS1(=O)=O.CCOCC.CCOCC. Its charge is 0. Its energy is -2053.774164 Ha. The orbital gap is 8.63 eV.

Element x y z (Å)
C -0.108 -3.926 -3.632
C 0.539 -2.579 -3.327
O 1.141 -2.586 -2.031
C 2.525 -2.677 -2.013
C 2.996 -3.179 -0.630
P 2.002 -2.646 0.864
C 0.458 -3.617 0.644
C 1.425 -0.927 0.573
C 4.548 -3.088 -0.515
C 5.086 -3.547 0.831
C 5.139 -2.699 1.938
C 5.628 -3.151 3.150
C 6.071 -4.460 3.281
C 6.034 -5.310 2.185
C 5.549 -4.849 0.969
C 5.147 -1.732 -0.948
O 4.151 -0.727 -1.226
S 3.265 -1.068 -2.495
O 2.256 -0.060 -2.564
O 4.132 -1.305 -3.613
H -1.119 -3.986 -3.223
H 0.482 -4.742 -3.208
H -0.176 -4.081 -4.712
H 1.277 -2.322 -4.095
H -0.204 -1.778 -3.333
H 2.885 -3.366 -2.792
H 2.790 -4.256 -0.658
H -0.316 -3.058 0.115
H 0.092 -3.865 1.643
H 0.653 -4.550 0.111
H 1.711 -0.326 1.439
H 0.332 -0.921 0.507
H 1.788 -0.463 -0.335
H 4.922 -3.827 -1.236
H 4.780 -1.678 1.852
H 5.652 -2.477 3.999
H 6.446 -4.818 4.234
H 6.389 -6.331 2.263
H 5.532 -5.518 0.113
H 5.756 -1.852 -1.847
H 5.787 -1.317 -0.172
C -3.105 2.456 1.994
C -1.848 1.665 1.678
O -1.694 1.351 0.306
C -1.607 2.450 -0.582
C -0.438 3.380 -0.307
H -3.990 1.921 1.645
H -3.194 2.609 3.070
H -3.101 3.439 1.522
H -1.882 0.699 2.184
H -0.963 2.190 2.057
H -2.549 3.012 -0.595
H -1.491 2.000 -1.568
H -0.525 3.874 0.662
H -0.397 4.157 -1.072
H 0.501 2.826 -0.326
C -6.181 7.232 0.037
C -5.360 6.095 0.620
O -6.015 5.372 1.646
C -7.224 4.731 1.282
C -7.071 3.701 0.176
H -6.486 7.925 0.822
H -5.587 7.778 -0.697
H -7.080 6.874 -0.468
H -4.460 6.497 1.087
H -5.028 5.418 -0.176
H -7.988 5.469 1.014
H -7.562 4.241 2.195
H -6.759 4.152 -0.767
H -8.025 3.202 0.002
H -6.331 2.949 0.453

2 unconnected molecules or ions with the total composition C7H10N2O, computed with ωB97M-V/def2-TZVPD.

The value obtained for the HOMO energy is -9.129 eV. The multiplicity is 1. Its structure (SMILES) is c1cn[nH]c1.O=C1CCC1. Its charge is 0. Its energy is -457.392563 Ha. The orbital gap is 10.16 eV.

Element x y z (Å)
C 1.910 -2.326 -1.640
C 1.454 -1.019 -1.678
N 0.392 -0.892 -0.899
N 0.142 -2.082 -0.397
C 0.963 -2.977 -0.858
H 2.390 -2.912 -2.355
H 1.926 -0.304 -2.229
H -0.742 -2.322 0.146
H 0.808 -4.001 -0.638
O -1.656 -0.441 1.108
C -1.243 0.690 0.941
C -0.348 1.549 1.917
C -0.402 2.629 0.766
C -1.484 1.835 -0.020
H 0.598 0.994 2.137
H -0.766 1.638 2.902
H -0.705 3.545 1.204
H 0.658 2.618 0.436
H -2.455 2.092 0.272
H -1.440 1.688 -1.118

A molecular structure, C29H23I2N6O2V, computed with ωB97M-V/def2-TZVPD.

The value obtained for the HOMO energy (spin up / spin down) is -15.791 / -15.792 eV. The multiplicity is 2. Its charge is +3. Its energy is -3136.425627 Ha. The orbital gap (spin up / spin down) is 4.37 / 5.19 eV.

Element x y z (Å)
V -0.064 0.735 0.725
C 0.141 0.422 5.120
C 1.468 0.726 5.382
C 2.308 1.054 4.326
C 1.799 1.058 3.039
N 0.511 0.739 2.785
C -0.299 0.439 3.810
C 2.569 1.444 1.843
C 3.915 1.763 1.818
C 4.496 2.117 0.607
C 3.727 2.151 -0.549
C 2.386 1.824 -0.466
N 1.834 1.481 0.715
C 1.434 1.825 -1.592
C 1.751 2.192 -2.885
C 0.749 2.179 -3.851
C -0.537 1.817 -3.489
C -0.783 1.461 -2.175
N 0.180 1.452 -1.247
H -0.552 0.181 5.914
H 1.846 0.721 6.395
H 3.339 1.315 4.514
H -1.331 0.219 3.567
H 4.510 1.735 2.718
H 5.547 2.369 0.565
H 4.173 2.428 -1.493
H 2.756 2.486 -3.147
H 0.977 2.457 -4.871
H -1.346 1.805 -4.205
H -1.776 1.170 -1.856
O -0.762 -4.397 -4.882
C 0.502 -4.698 -4.340
N 0.413 -4.462 -2.916
C 0.695 -3.255 -2.396
O 1.190 -2.322 -2.999
C 0.353 -3.044 -0.933
C 0.130 -3.992 0.054
C -0.191 -3.566 1.343
C -0.285 -2.220 1.612
N -0.065 -1.295 0.653
C 0.251 -1.712 -0.579
H -0.782 -4.658 -5.810
H 1.283 -4.048 -4.734
H 0.772 -5.744 -4.496
H -0.171 -5.099 -2.396
H 0.211 -5.053 -0.149
H -0.367 -4.280 2.135
H -0.531 -1.856 2.599
H 0.441 -0.976 -1.351
I -2.830 -1.740 -2.330
I -4.278 -2.878 -4.234
N -6.592 3.610 1.170
C -5.535 3.161 1.171
C -4.220 2.604 1.172
C -4.029 1.297 0.714
C -2.754 0.759 0.718
C -1.686 1.552 1.169
C -1.875 2.861 1.642
C -3.146 3.387 1.638
H -4.872 0.713 0.370
H -2.621 -0.264 0.372
H -1.042 3.454 2.002
H -3.336 4.392 1.990

A single C4H7NO2 molecule, computed with ωB97M-V/def2-TZVPD.

The value obtained for the HOMO energy is -9.841 eV. The multiplicity is 1. Its structure (SMILES) is O/N=C1/CC[C@H]1O. Its charge is 0. Its energy is -361.762551 Ha. The orbital gap is 10.69 eV.

Element x y z (Å)
O 1.953 1.549 0.099
N 1.825 0.200 -0.281
C 0.598 -0.107 -0.346
C -0.091 -1.426 -0.582
C -1.308 -0.824 0.171
C -0.691 0.589 0.039
O -0.683 1.365 1.203
H 2.909 1.652 0.192
H 0.382 -2.311 -0.152
H -0.290 -1.607 -1.642
H -1.329 -1.120 1.222
H -2.292 -0.975 -0.276
H -1.118 1.132 -0.820
H 0.135 1.883 1.173

A molecular structure, C4H7N2, computed with ωB97M-V/def2-TZVPD.

The value obtained for the HOMO energy (spin up / spin down) is -14.838 / -14.853 eV. The multiplicity is 1. Its charge is +1. Its energy is -265.625144 Ha. The orbital gap (spin up / spin down) is 8.31 / 8.56 eV.

Element x y z (Å)
C -1.185 0.554 1.517
C -1.787 0.972 0.464
C -0.620 1.412 -0.369
C 0.990 -1.153 -0.888
N 0.822 -0.579 0.460
N 0.022 0.607 0.746
H -1.405 0.097 2.375
H -0.504 1.089 -1.434
H -0.297 2.498 -0.339
H 1.360 -0.507 -1.652
H 1.804 -1.754 -0.720
H 0.177 -1.863 -1.234
H 0.623 -1.375 1.073